ORCA calculation (the ωB97M-V functional and the def2-TZVPD basis) on 2 unconnected molecules or ions with the total composition C2H7N2S.

Positions of all 12 atoms, in Å:
C1 -1.378 2.188 -1.093
S1 -1.085 1.757 0.661
H1 -0.788 1.918 -1.969
H2 -2.373 1.780 -1.333
H3 -1.603 3.233 -1.174
N1 1.137 -0.919 0.324
C2 0.894 -2.246 0.085
N2 1.637 -3.095 -0.508
H4 0.430 -0.194 0.194
H5 1.979 -0.604 0.770
H6 -0.070 -2.584 0.467
H7 2.584 -2.714 -0.581

Output
ΔE to the lowest compared entry with this formula, charge and spin ... 19.2 kcal per mole
Energy ... -588.10516 hartree
Charge ... -1
Highest occupied orbital energy ... -0.0927 Ha

Here are the natural (NBO) charges for atoms 1 to 8, given in e: number 1, C, carries -0.749; number 2, S, carries -0.718; number 3, H, carries 0.168; number 4, H, carries 0.172; number 5, H, carries 0.172; number 6, N, carries -0.903; number 7, C, carries 0.299; number 8, N, carries -0.723